Density functional theory data (the ωB97M-V functional and the def2-TZVPD basis) for a molecular structure, C29H29NO4S2.

Element x y z (Å)
1 C -0.809 -3.152 1.223
2 N -0.838 -2.327 -0.042
3 C -2.163 -2.367 -0.658
4 C -0.008 -0.975 -0.093
5 C -0.757 -0.219 1.232
6 C -1.718 0.587 0.663
7 C -2.310 1.579 1.414
8 C -1.850 1.813 2.720
9 C -2.452 3.000 3.413
10 C -0.898 0.967 3.317
11 C -0.267 -0.032 2.530
12 H -1.772 -3.717 1.358
13 H 0.016 -3.887 1.060
14 H -0.631 -2.555 2.169
15 H -2.321 -3.445 -0.978
16 H -3.044 -2.154 0.025
17 H -2.210 -1.705 -1.548
18 H 0.842 -0.983 0.609
19 H -2.121 0.491 -0.358
20 H -3.110 2.130 0.906
21 H -1.712 3.525 4.022
22 H -2.836 3.669 2.640
23 H -3.290 2.693 4.047
24 H -0.653 1.058 4.385
25 H 0.490 -0.701 2.961
26 C -0.895 -0.513 -4.582
27 C -0.086 0.485 -4.019
28 C 0.687 0.203 -2.907
29 C 0.741 -1.109 -2.385
30 C 1.389 -1.321 -0.983
31 S 2.218 -2.877 -0.468
32 C 2.848 -2.014 1.304
33 C 3.128 -2.936 2.302
34 C 3.567 -2.437 3.553
35 C 3.680 -1.056 3.746
36 C 3.314 -0.165 2.740
37 C 2.845 -0.651 1.508
38 O -0.406 -0.070 -0.951
39 O 1.415 -4.126 -0.866
40 S 3.213 -0.634 -1.544
41 C 3.782 -1.478 -3.061
42 C 4.099 -2.825 -3.002
43 C 4.438 -3.497 -4.180
44 C 4.533 -2.784 -5.384
45 C 4.340 -1.398 -5.394
46 C 3.973 -0.728 -4.217
47 O 3.100 0.786 -1.699
48 O 4.211 -1.170 -0.656
49 C 0.162 -2.161 -3.100
50 C -0.746 -1.834 -4.125
51 H -1.626 -0.246 -5.360
52 H -0.170 1.533 -4.339
53 H 1.074 1.028 -2.333
54 H 2.869 -3.982 2.154
55 H 3.797 -3.153 4.345
56 H 4.078 -0.659 4.682
57 H 3.348 0.923 2.880
58 H 2.236 0.023 0.895
59 H 4.030 -3.381 -2.069
60 H 4.628 -4.570 -4.154
61 H 4.784 -3.308 -6.314
62 H 4.466 -0.831 -6.314
63 H 3.788 0.345 -4.212
64 H 0.348 -3.188 -2.767
65 H -1.395 -2.623 -4.501

Max |F|: 0.0970 hartree/bohr
E_HOMO: -7.3 eV
Energy above the lowest of the compared OMol25 structures with the same formula, charge and spin: 210.7 kcal/mol
Total charge: 0